[1]
78
Properties=species:S:1:pos:R:3:lowdin_charge:R:1 method="wB97M-V/def2-TZVPD" total_energy_ha=-1976.910414 molar_mass_g_mol=539.77 charge=+1 homo_energy_ev=-10.34
C 0.153 -1.525 5.342 0.003
N 0.441 -1.687 3.944 -0.005
C 0.535 -2.937 3.389 -0.390
O 0.480 -4.006 3.996 0.068
C 0.700 -2.758 1.888 -0.172
C -0.377 -3.483 1.085 -0.074
C -1.731 -2.906 1.395 -0.219
C -2.391 -3.280 2.573 -0.035
C -3.616 -2.703 2.906 -0.074
C -4.200 -1.760 2.051 -0.086
C -3.565 -1.421 0.851 -0.078
C -2.348 -2.014 0.516 -0.043
N 0.665 -1.316 1.742 0.012
C 0.650 -0.728 0.502 -0.140
C 0.817 0.591 0.229 -0.058
C 1.454 1.155 -1.019 -0.275
C 0.904 2.545 -1.440 -0.154
C 1.286 3.088 -2.676 -0.047
C 0.886 4.374 -3.043 -0.063
C 0.181 5.173 -2.139 -0.069
C -0.193 4.646 -0.899 -0.057
C 0.125 3.322 -0.574 -0.020
C 0.400 -0.595 2.991 -0.358
C -0.972 0.133 2.991 -0.085
C -0.820 1.253 4.012 -0.164
C 0.697 1.513 4.194 -0.170
C 1.453 0.489 3.352 -0.089
H 0.485 -2.425 5.867 0.103
H 0.684 -0.652 5.727 0.088
H -0.923 -1.393 5.526 0.105
H 1.707 -3.117 1.611 0.163
H -0.151 -3.404 0.017 0.111
H -0.336 -4.537 1.388 0.136
H -1.935 -4.038 3.216 0.120
H -4.112 -2.999 3.834 0.111
H -5.157 -1.305 2.312 0.106
H -4.013 -0.697 0.164 0.105
H -1.873 -1.794 -0.445 0.091
H 0.501 -1.448 -0.302 0.049
H 0.623 1.309 1.032 0.086
H 2.507 1.335 -0.726 0.152
H 1.895 2.515 -3.378 0.102
H 1.145 4.748 -4.034 0.111
H -0.051 6.205 -2.382 0.108
H -0.733 5.245 -0.173 0.109
H -0.254 2.896 0.354 0.103
H -1.169 0.518 1.983 0.110
H -1.765 -0.590 3.225 0.110
H -1.342 2.160 3.685 0.109
H -1.269 0.949 4.967 0.105
H 0.944 2.537 3.886 0.108
H 0.976 1.424 5.252 0.102
H 2.294 0.017 3.875 0.128
H 1.839 0.934 2.432 0.095
C 2.179 -2.329 -3.240 -0.199
S 2.354 -1.379 -1.708 1.164
C 4.073 -0.848 -1.950 -0.205
C 1.499 0.207 -2.132 -0.354
C 0.112 -0.204 -2.630 -0.324
C -0.528 0.581 -3.715 -0.159
C 0.211 0.965 -4.844 -0.044
C -0.392 1.767 -5.813 -0.059
C -1.736 2.135 -5.676 -0.051
C -2.505 1.614 -4.625 -0.045
C -1.913 0.795 -3.664 0.008
O -0.480 -1.189 -2.189 0.057
H 2.672 -3.278 -3.003 0.077
H 1.121 -2.496 -3.447 0.070
H 2.699 -1.826 -4.063 0.073
H 4.667 -1.677 -1.554 0.072
H 4.272 -0.715 -3.018 0.070
H 4.277 0.065 -1.384 0.073
H 2.106 0.583 -2.965 0.111
H 1.242 0.621 -4.944 0.113
H 0.195 2.102 -6.668 0.113
H -2.201 2.784 -6.423 0.116
H -3.570 1.834 -4.559 0.114
H -2.486 0.329 -2.862 0.126

---

[2]
80
Properties=species:S:1:pos:R:3:lowdin_charge:R:1 method="wB97M-V/def2-TZVPD" total_energy_ha=-2888.028688 molar_mass_g_mol=712.74 homo_energy_ev="-7.21 / -7.13" spin_multiplicity=2
O -0.477 -0.944 -4.156 -0.272
C -0.543 0.353 -4.932 -0.128
C -0.298 -0.255 -6.287 -0.068
H 0.270 1.039 -4.660 0.091
H -1.530 0.796 -4.750 0.138
C -0.321 -1.595 -5.544 -0.490
H 0.693 -0.003 -6.670 0.127
H -1.066 -0.019 -7.020 0.126
C 0.998 -2.340 -5.599 -0.004
H 1.810 -1.689 -5.255 0.095
H 1.228 -2.672 -6.621 0.106
H 0.962 -3.218 -4.948 0.079
C -1.522 -2.440 -5.938 -0.007
H -2.449 -1.852 -5.906 0.095
H -1.595 -3.329 -5.300 0.092
H -1.409 -2.801 -6.973 0.105
Yb -0.723 -0.990 -2.065 1.391
C -2.845 -1.465 0.991 -0.037
C -2.881 -0.056 0.813 -0.109
C -3.180 0.212 -0.547 -0.122
H -2.776 0.685 1.609 0.105
C -3.353 -1.039 -1.217 -0.225
C -3.116 -2.073 -0.263 -0.107
H -3.160 -3.143 -0.441 0.094
H -2.641 -1.988 1.922 0.116
H -3.307 1.213 -0.988 0.107
H -3.711 -1.184 -2.245 0.091
C 0.357 -2.851 0.255 -0.144
C -0.313 -3.511 -0.805 -0.191
C 0.390 -3.228 -2.010 -0.298
H -1.187 -4.142 -0.692 0.080
C 1.455 -2.315 -1.692 -0.250
C 1.438 -2.116 -0.274 -0.155
H 2.191 -1.573 0.301 0.103
H 0.098 -2.937 1.312 0.090
H 0.189 -3.675 -2.987 0.070
H 2.182 -1.895 -2.386 0.080
O 2.434 2.378 -4.131 -0.147
C 2.068 1.481 -3.044 -0.177
C 0.730 1.925 -2.440 -0.178
H 2.864 1.462 -2.291 0.127
H 2.021 0.453 -3.463 0.100
C 0.500 3.365 -2.980 -0.133
H 0.641 1.801 -1.354 0.086
H -0.070 1.274 -2.837 0.034
C 1.503 3.497 -4.155 -0.185
H 0.701 4.125 -2.212 0.113
H -0.537 3.513 -3.312 0.108
H 2.089 4.421 -4.010 0.116
H 0.968 3.548 -5.134 0.117
O 0.192 0.440 0.315 -0.067
C 0.155 0.198 1.536 -0.540
N 0.565 1.085 2.526 0.135
C 0.392 0.544 3.842 -0.289
C -0.149 -0.855 3.485 -0.445
O -0.419 -1.726 4.330 0.023
N -0.290 -0.950 2.139 0.139
C 1.696 0.446 4.667 -0.131
C 2.571 -0.642 4.512 -0.011
C 3.679 -0.771 5.368 -0.078
C 3.955 0.210 6.322 -0.099
C 3.115 1.318 6.432 -0.084
C 2.005 1.442 5.601 -0.038
C -0.709 1.283 4.638 -0.155
C -1.013 0.773 5.908 -0.033
C -2.003 1.361 6.697 -0.071
C -2.683 2.488 6.226 -0.102
C -2.387 2.999 4.962 -0.093
C -1.420 2.386 4.145 -0.035
H 1.065 1.941 2.301 0.156
H 2.372 -1.413 3.754 0.124
H 4.310 -1.661 5.272 0.103
H 4.814 0.095 6.980 0.098
H 3.310 2.088 7.165 0.097
H 1.342 2.300 5.697 0.117
H -0.460 -0.110 6.252 0.127
H -2.209 0.923 7.673 0.103
H -3.444 2.950 6.852 0.096
H -2.905 3.881 4.593 0.094
H -1.217 2.774 3.142 0.104

---

[3]
80
Properties=species:S:1:pos:R:3:lowdin_charge:R:1 method="wB97M-V/def2-TZVPD" total_energy_ha=-2428.747593 molar_mass_g_mol=578.68 charge=-1 homo_energy_ev="-1.71 / -1.15"
Sc -0.608 0.117 -0.237 0.829
N -2.326 3.276 -2.013 0.074
N 0.691 0.522 -2.171 -0.068
C -1.418 -2.074 0.395 -0.289
C -2.083 -1.736 -0.836 -0.285
C -2.950 -0.624 -0.572 -0.282
C -3.826 0.088 -1.547 -0.057
H -3.792 -0.397 -2.530 0.073
H -3.524 1.139 -1.686 0.050
H -4.867 0.085 -1.189 0.082
C -2.847 -0.292 0.813 -0.278
C -3.695 0.707 1.519 -0.045
H -4.648 0.257 1.841 0.084
H -3.940 1.553 0.864 0.077
H -3.198 1.103 2.411 0.072
C -1.901 -1.184 1.415 -0.284
C -1.561 -1.249 2.863 -0.043
H -1.565 -0.253 3.319 0.071
H -0.567 -1.687 3.017 0.071
H -2.285 -1.868 3.415 0.084
C -1.939 -2.455 -2.135 -0.042
H -2.692 -3.255 -2.224 0.083
H -0.951 -2.924 -2.227 0.058
H -2.075 -1.775 -2.986 0.072
C -0.428 -3.172 0.587 -0.040
H 0.306 -2.912 1.362 0.071
H 0.134 -3.364 -0.337 0.066
H -0.915 -4.114 0.886 0.085
C -2.490 4.540 -1.629 -0.173
H -3.512 4.934 -1.637 0.097
C -1.423 5.366 -1.228 -0.109
H -1.634 6.396 -0.947 0.085
C -0.124 4.850 -1.241 -0.090
H 0.728 5.475 -0.968 0.105
C 0.070 3.530 -1.626 -0.043
H 1.051 3.057 -1.658 0.101
C -1.068 2.726 -1.936 -0.360
C -1.056 1.296 -2.025 -0.060
H -1.555 0.891 -2.953 0.096
C 1.149 -0.378 -1.293 -0.235
C 1.494 0.536 -3.302 -0.088
H 1.291 1.210 -4.093 0.098
C 2.437 -0.440 -3.163 -0.053
H 3.235 -0.743 -3.791 0.096
N 2.192 -0.994 -1.894 -0.048
C 2.734 -2.172 -1.342 -0.139
C 2.684 -3.366 -2.077 -0.203
C 3.137 -4.534 -1.459 -0.015
H 3.133 -5.469 -2.030 0.112
C 3.582 -4.526 -0.132 -0.279
C 4.122 -5.770 0.504 -0.069
H 3.841 -5.810 1.562 0.076
H 5.219 -5.797 0.449 0.081
H 3.736 -6.659 -0.005 0.072
C 3.536 -3.333 0.602 -0.009
H 3.857 -3.324 1.648 0.120
C 3.099 -2.146 0.013 -0.199
C 3.027 -0.897 0.825 -0.054
H 3.249 0.015 0.260 0.092
H 3.746 -0.964 1.655 0.084
H 2.037 -0.770 1.294 0.048
C 2.105 -3.407 -3.453 -0.046
H 2.709 -2.849 -4.183 0.071
H 1.071 -3.031 -3.501 0.083
H 2.078 -4.457 -3.778 0.076
N -0.730 5.781 4.388 0.122
C 0.117 4.692 4.409 -0.549
O 0.998 4.603 5.241 -0.009
C -0.071 3.661 3.337 -0.192
C 0.731 2.509 3.361 -0.038
C 0.565 1.514 2.404 -0.158
N -0.344 1.634 1.399 -0.077
C -1.136 2.736 1.369 -0.169
C -1.006 3.767 2.299 -0.050
H -0.676 6.396 5.159 0.069
H -1.609 5.778 3.859 0.080
H 1.489 2.374 4.131 0.102
H 1.161 0.598 2.424 0.078
H -1.866 2.811 0.551 0.095
H -1.640 4.645 2.183 0.086

---

[4]
91
Properties=species:S:1:pos:R:3:lowdin_charge:R:1 method="wB97M-V/def2-TZVPD" total_energy_ha=-3837.159053 molar_mass_g_mol=766.87 charge=-1 homo_energy_ev="-4.82 / -4.80" spin_multiplicity=2
K 0.649 -0.492 -0.361 0.717
C -1.703 0.108 4.033 -0.071
C -0.575 -0.239 3.271 -0.164
N -0.730 0.121 2.005 0.027
N -1.942 0.707 1.926 -0.013
C -2.546 0.720 3.133 -0.073
B -2.376 1.436 0.636 -0.677
N -1.557 2.735 0.501 -0.003
C -0.677 3.242 1.395 -0.072
C -0.415 4.543 1.037 -0.090
C -1.199 4.744 -0.115 -0.197
N -1.880 3.656 -0.433 0.076
N -2.174 0.499 -0.570 -0.021
C -2.809 -0.679 -0.766 -0.097
C -2.522 -1.120 -2.035 -0.062
C -1.688 -0.116 -2.554 -0.186
N -1.478 0.854 -1.675 0.023
N -3.865 1.825 0.823 -0.014
C -4.352 3.014 1.244 -0.094
C -5.685 2.844 1.538 -0.087
C -5.922 1.483 1.272 -0.183
N -4.821 0.876 0.859 0.068
H -1.884 -0.083 5.077 0.087
H 0.326 -0.750 3.575 0.084
H -3.527 1.150 3.252 0.115
H -0.303 2.636 2.204 0.117
H 0.242 5.238 1.534 0.082
H -1.291 5.629 -0.728 0.096
H -3.439 -1.089 0.003 0.096
H -2.836 -2.038 -2.500 0.094
H -1.225 -0.063 -3.529 0.101
H -3.725 3.888 1.278 0.110
H -6.382 3.593 1.875 0.077
H -6.840 0.923 1.362 0.088
C 3.810 -2.674 -3.310 -0.027
C 2.923 -3.085 -2.167 -0.251
N 3.221 -2.524 -1.037 0.077
N 2.531 -2.585 0.063 -0.108
C 3.214 -2.461 1.229 -1.192
S 4.702 -1.787 1.462 0.560
S 2.269 -2.940 2.640 0.894
C 0.952 -4.008 1.956 -0.387
C -0.385 -3.718 2.585 -0.298
C -1.426 -3.231 1.800 -0.028
C -2.661 -2.958 2.372 -0.076
C -2.868 -3.168 3.727 -0.103
C -1.835 -3.657 4.514 -0.097
C -0.601 -3.932 3.944 -0.068
C 1.923 -4.124 -2.370 -0.115
C 2.242 -5.221 -3.186 -0.070
C 1.368 -6.265 -3.381 -0.129
C 0.115 -6.215 -2.745 -0.115
C -0.248 -5.145 -1.973 -0.023
C 0.612 -4.012 -1.780 -0.404
O 0.215 -2.981 -1.166 -0.164
H 4.382 -1.790 -3.032 0.077
H 4.518 -3.468 -3.555 0.075
H 3.212 -2.482 -4.201 0.086
H 0.898 -3.820 0.886 0.046
H 1.244 -5.045 2.125 0.086
H -1.253 -3.062 0.741 0.097
H -3.463 -2.563 1.761 0.095
H -3.829 -2.937 4.171 0.099
H -1.988 -3.820 5.574 0.096
H 0.207 -4.313 4.560 0.107
H 3.223 -5.258 -3.647 0.098
H 1.642 -7.113 -3.994 0.083
H -0.582 -7.036 -2.875 0.093
H -1.221 -5.101 -1.497 0.105
C 3.963 5.571 0.860 -0.108
C 3.208 4.596 -0.036 -0.302
C 4.110 3.475 -0.530 -0.358
S 3.247 2.045 -1.224 0.923
O 2.190 1.683 -0.224 -0.609
C 2.375 2.841 -2.620 -0.336
C 0.945 3.234 -2.278 -0.309
C 0.204 3.785 -3.488 -0.099
H 3.309 6.374 1.202 0.069
H 4.805 6.026 0.334 0.071
H 4.356 5.062 1.742 0.076
H 2.782 5.130 -0.888 0.105
H 2.371 4.150 0.506 0.088
H 4.679 3.042 0.297 0.091
H 4.829 3.806 -1.285 0.093
H 2.386 2.100 -3.424 0.083
H 2.976 3.691 -2.954 0.089
H 0.935 3.960 -1.467 0.075
H 0.397 2.372 -1.897 0.070
H 0.663 4.702 -3.869 0.069
H -0.829 3.999 -3.214 0.066
H 0.185 3.058 -4.303 0.071

---

[5]
84
Properties=species:S:1:pos:R:3:lowdin_charge:R:1 method="wB97M-V/def2-TZVPD" total_energy_ha=-1975.153508 molar_mass_g_mol=778.76 charge=+1 homo_energy_ev=-9.67
Pb -0.090 0.067 -0.288 1.488
C 2.385 -2.192 0.995 -0.181
C 1.408 -2.737 2.028 -0.101
C 0.020 -3.070 1.526 -0.299
C -0.954 -3.489 2.429 -0.017
C -2.163 -3.944 1.947 -0.049
C -2.383 -3.933 0.575 -0.066
C -1.382 -3.444 -0.240 -0.154
N -0.197 -3.029 0.215 0.069
N 2.313 -0.741 0.689 -0.199
C 2.807 -0.015 1.875 -0.129
C 1.512 2.194 1.252 -0.476
C 1.376 3.675 1.506 -0.029
C 1.637 4.546 0.518 -0.085
C 1.931 4.110 -0.815 -0.097
C 1.733 2.793 -1.067 -0.218
N 1.414 1.859 -0.142 -0.130
C 3.240 -0.479 -0.430 -0.140
C 2.838 -1.183 -1.700 -0.272
C 3.772 -1.837 -2.490 0.001
C 3.345 -2.480 -3.640 -0.033
C 1.996 -2.469 -3.957 -0.035
C 1.133 -1.790 -3.114 -0.134
N 1.543 -1.150 -2.024 0.020
H 2.196 -2.723 0.063 0.112
H 3.413 -2.424 1.305 0.133
H 1.325 -2.129 2.931 0.109
H 1.847 -3.681 2.369 0.136
H -0.747 -3.475 3.491 0.123
H -2.929 -4.291 2.627 0.117
H -3.313 -4.282 0.150 0.110
H -1.522 -3.395 -1.315 0.105
H 3.864 -0.278 2.028 0.140
H 2.271 -0.422 2.730 0.106
H 1.103 4.021 2.493 0.107
H 1.579 5.606 0.736 0.112
H 2.201 4.799 -1.599 0.094
H 1.810 2.411 -2.082 0.101
H 4.251 -0.802 -0.146 0.134
H 3.258 0.596 -0.604 0.115
H 4.813 -1.851 -2.199 0.121
H 4.054 -2.996 -4.273 0.118
H 1.618 -2.974 -4.834 0.114
H 0.069 -1.750 -3.315 0.101
C -4.190 -0.960 -2.618 -0.040
C -3.152 0.125 -2.542 -0.274
C -2.107 0.171 -3.464 -0.033
C -1.159 1.188 -3.435 -0.291
C -0.093 1.283 -4.490 -0.032
C -1.243 2.143 -2.423 -0.077
C -2.266 2.119 -1.478 -0.317
C -2.323 3.141 -0.376 -0.026
C -3.224 1.111 -1.564 -0.043
H -4.761 -0.889 -3.544 0.090
H -4.893 -0.891 -1.789 0.077
H -3.731 -1.950 -2.597 0.075
H -2.057 -0.581 -4.245 0.125
H -0.471 1.818 -5.364 0.094
H 0.230 0.300 -4.827 0.066
H 0.779 1.826 -4.130 0.070
H -0.500 2.929 -2.362 0.108
H -3.031 3.936 -0.621 0.094
H -1.348 3.601 -0.214 0.070
H -2.653 2.685 0.559 0.078
H -4.030 1.089 -0.843 0.120
B -0.966 0.745 3.864 -0.386
N -2.087 0.315 2.923 -0.083
C -3.385 0.295 3.272 -0.077
C -4.101 -0.339 2.278 -0.045
C -3.129 -0.679 1.336 -0.199
N -1.921 -0.287 1.723 -0.049
N 0.262 1.382 3.097 -0.004
C 1.358 1.772 3.947 -0.035
C 2.570 1.847 3.416 0.019
C 2.712 1.536 1.947 -0.176
N 0.307 1.527 1.872 0.140
H -0.470 -0.156 4.501 0.089
H -1.336 1.636 4.586 0.096
H -3.706 0.728 4.203 0.124
H -5.159 -0.519 2.244 0.097
H -3.250 -1.178 0.390 0.089
H 1.089 1.886 4.984 0.129
H 3.420 2.074 4.045 0.135
H 3.616 1.993 1.541 0.161

---

[6]
84
Properties=species:S:1:pos:R:3:lowdin_charge:R:1 method="wB97M-V/def2-TZVPD" total_energy_ha=-2472.407149 molar_mass_g_mol=752.00 homo_energy_ev=-6.79
Ba 1.106 -2.802 2.020 1.780
C -0.727 -3.450 -2.780 -0.082
C 0.203 -2.554 -2.429 -0.082
C -0.054 -1.185 -1.812 -0.228
C -0.667 -1.218 -0.436 -0.233
C -2.141 -1.526 -0.189 -0.088
C -2.998 -2.093 -1.045 -0.096
C -2.900 -1.981 -2.536 -0.201
C -2.180 -3.202 -3.104 -0.192
C -1.216 -3.896 2.839 -0.392
H -0.479 -4.522 -2.791 0.109
H 1.289 -2.792 -2.508 0.113
H -0.616 -0.514 -2.444 0.092
H 0.958 -0.757 -1.707 0.089
H 0.017 -1.902 0.109 -0.040
H -0.477 -0.249 0.034 0.091
H -2.525 -1.282 0.835 0.109
H -3.944 -2.519 -0.694 0.113
H -2.458 -1.029 -2.876 0.106
H -3.936 -1.979 -2.931 0.118
H -2.713 -4.105 -2.796 0.113
H -2.375 -3.158 -4.176 0.112
H -0.895 -4.933 3.000 -0.073
H -2.308 -3.886 2.883 -0.073
H -0.896 -3.325 3.739 -0.119
P -0.612 3.086 1.583 1.102
P 2.243 2.805 -0.457 1.059
N -2.213 3.339 1.024 -0.308
N -0.758 4.415 2.870 -0.229
N 1.584 3.110 -2.083 -0.260
N 3.819 3.442 -0.791 -0.288
C 0.021 4.273 0.327 -0.437
C 1.540 4.366 0.256 -0.396
C -3.228 2.420 1.298 -0.148
C -4.444 3.000 0.989 -0.085
C -4.177 4.329 0.506 -0.073
C -2.809 4.508 0.538 -0.147
C -0.524 4.097 4.203 -0.175
C -0.502 5.263 4.965 -0.103
C -0.726 6.357 4.067 -0.086
C -0.936 5.793 2.809 -0.156
C 0.960 2.051 -2.758 -0.155
C 0.287 2.531 -3.869 -0.088
C 0.496 3.952 -3.915 -0.073
C 1.272 4.272 -2.799 -0.171
C 4.284 4.286 -1.804 -0.133
C 5.597 4.665 -1.543 -0.081
C 5.952 4.078 -0.273 -0.095
C 4.843 3.375 0.173 -0.164
H -0.280 5.300 0.560 0.051
H -0.425 3.965 -0.635 0.085
H 1.809 5.224 -0.384 0.079
H 2.031 4.531 1.231 0.088
H -2.991 1.437 1.667 0.088
H -5.416 2.542 1.119 0.093
H -4.873 5.104 0.209 0.097
H -2.221 5.343 0.198 0.091
H -0.367 3.076 4.501 0.083
H -0.328 5.343 6.030 0.088
H -0.697 7.423 4.273 0.094
H -1.170 6.288 1.885 0.084
H 1.023 1.044 -2.370 0.053
H -0.307 1.952 -4.583 0.099
H 0.124 4.657 -4.661 0.100
H 1.597 5.239 -2.461 0.098
H 3.661 4.540 -2.633 0.079
H 6.228 5.270 -2.189 0.095
H 6.917 4.166 0.221 0.093
H 4.689 2.823 1.079 0.088
O -0.242 -6.484 -0.609 0.027
C 0.263 -7.500 0.106 -0.265
C -0.116 -8.817 -0.194 -0.015
C 0.330 -9.867 0.587 -0.091
C 1.209 -9.631 1.652 -0.102
C 1.612 -8.320 1.968 -0.018
C 1.148 -7.248 1.189 -0.083
C 1.401 -5.825 1.492 -0.586
O 1.505 -5.379 2.676 -0.190
O 1.401 -5.003 0.455 -0.246
H 0.360 -5.682 -0.369 0.055
H -0.772 -8.967 -1.034 0.109
H 0.005 -10.889 0.396 0.102
H 1.569 -10.466 2.276 0.099
H 2.284 -8.143 2.828 0.123